1.
79
Properties=species:S:1:pos:R:3:forces:R:3 method="wB97M-V/def2-TZVPD" orbital_gap_ev=6.5 largest_force_ev_per_a=1.1 e_above_lowest_ev=0.459 total_charge=+1 e_homo_ev=-10.602
Rh 2.03393 -1.06762 0.60364 0.7 0.8 -0.2
N 1.90004 -1.06315 -3.59038 0.0 -0.1 0.0
C 1.54310 -0.94842 -2.32579 0.2 0.3 0.1
N 2.41224 -0.80304 -1.34392 -0.1 -0.7 -0.7
C 3.78202 -0.92091 -1.59226 0.1 0.2 -0.1
N 4.65926 -0.93183 -0.62950 -0.4 0.1 0.5
N 4.01927 -0.91908 0.60295 0.0 -0.2 0.1
C 4.63693 -1.10614 1.71061 -0.6 0.1 -0.1
C 3.75185 -1.20027 2.89914 0.3 0.2 -0.5
C 4.24230 -1.33353 4.18321 -0.2 0.0 0.0
C 3.33917 -1.41012 5.23892 0.0 0.0 -0.1
C 1.98454 -1.33785 4.97030 0.1 0.0 0.0
C 1.56434 -1.21026 3.65203 0.0 -0.1 0.1
N 2.41770 -1.14215 2.63702 0.0 -0.6 0.4
C 4.21232 -0.99683 -2.98442 0.1 0.0 0.2
C 5.56366 -1.00430 -3.34707 0.0 0.0 0.0
C 5.91748 -1.10726 -4.67330 -0.1 0.0 0.0
C 4.92907 -1.20973 -5.65719 0.0 0.0 0.0
C 3.59269 -1.19993 -5.32016 0.0 0.0 0.1
C 3.24319 -1.09201 -3.97777 -0.1 0.0 -0.1
H 1.17882 -1.22888 -4.27706 0.0 0.0 0.0
H 0.49241 -0.88633 -2.08619 0.0 -0.1 0.0
H 5.71368 -1.21621 1.75712 0.0 0.0 0.0
H 5.30836 -1.38305 4.35069 0.0 0.0 0.0
H 3.69507 -1.52934 6.25253 0.0 0.0 0.0
H 1.24978 -1.39660 5.75957 0.0 0.0 0.0
H 0.51355 -1.18773 3.39932 -0.1 0.0 0.0
H 6.31125 -0.93617 -2.57046 0.0 0.0 0.0
H 6.96015 -1.11556 -4.95579 0.0 0.0 0.0
H 5.21278 -1.29294 -6.69714 0.0 0.0 0.0
H 2.82618 -1.27682 -6.07956 0.0 0.0 0.0
O -0.21633 -4.10213 0.47549 0.0 0.0 0.2
S 0.56944 -3.13216 -0.20240 0.2 0.0 -0.1
O 0.14427 -1.67482 0.18670 -0.2 -0.1 0.3
O 2.02687 -3.05754 0.34923 0.0 0.0 0.0
O 0.62339 -3.23068 -1.64602 -0.1 0.1 0.1
C -2.54064 4.30758 -1.61066 0.0 0.0 0.0
C -2.88207 2.87001 -1.18740 0.0 0.0 -0.1
C -1.94234 1.94201 -1.97451 0.0 0.0 0.0
C -4.32995 2.57119 -1.60268 0.0 0.0 0.0
C -2.75093 2.72493 0.35890 -0.1 0.1 0.1
O -3.51657 3.75899 1.00332 0.0 0.0 -0.1
C -3.27741 1.40097 0.97682 0.1 0.0 -0.1
C -3.04258 0.01427 0.34930 0.0 0.1 0.0
C -3.59307 -1.05411 1.26153 0.0 0.0 0.1
C -4.96682 -1.22843 1.40356 0.0 0.1 0.0
C -5.48361 -2.17106 2.27673 0.0 0.0 0.0
C -4.61284 -2.95875 3.01302 0.0 -0.1 0.1
Cl -5.24980 -4.15123 4.10570 0.0 0.1 0.0
C -3.24269 -2.82326 2.87629 -0.1 0.0 0.0
C -2.74654 -1.86935 2.00076 0.1 0.0 0.0
C -1.37677 3.16122 0.91692 0.0 0.0 0.0
N -0.19716 2.35504 0.62485 0.2 0.2 0.0
C 0.22937 1.25417 1.21731 0.1 -0.1 0.1
N 1.43079 0.92819 0.74547 -0.1 -0.1 -0.4
C 1.68243 1.90582 -0.17470 0.2 0.1 0.3
N 0.73899 2.80133 -0.24859 -0.1 -0.1 0.0
H -2.89414 4.47888 -2.62750 0.0 0.0 0.0
H -1.46326 4.47990 -1.61112 0.0 0.0 0.0
H -3.00719 5.04720 -0.96285 0.0 0.0 0.0
H -2.13484 2.08948 -3.03874 0.0 0.0 0.0
H -2.08639 0.88666 -1.76318 0.0 0.0 0.0
H -0.89707 2.19707 -1.80552 0.0 0.0 0.0
H -4.41380 2.63449 -2.68761 0.0 0.0 0.0
H -5.03676 3.29962 -1.19843 0.0 0.0 0.0
H -4.66018 1.57634 -1.30591 0.0 0.0 0.0
H -4.43380 3.68933 0.71662 0.0 0.0 0.0
H -4.36123 1.52070 1.05612 0.0 0.0 0.0
H -2.93636 1.38533 2.01779 0.0 0.0 0.0
H -1.99291 -0.19866 0.14569 0.1 0.0 0.1
H -3.56076 -0.04877 -0.60774 0.0 0.0 0.0
H -5.64992 -0.61965 0.82304 0.0 0.0 0.0
H -6.55067 -2.30329 2.38325 0.0 0.0 0.0
H -2.57952 -3.47486 3.42764 0.0 0.0 0.0
H -1.67921 -1.80199 1.84321 0.1 0.0 0.0
H -1.47635 3.21859 2.00031 0.0 0.0 0.0
H -1.13755 4.15918 0.55905 -0.1 0.0 0.0
H -0.32623 0.72984 1.97510 -0.1 -0.1 0.0
H 2.59355 1.96646 -0.74322 0.0 0.0 -0.1

***

2.
30
Properties=species:S:1:pos:R:3:forces:R:3 method="wB97M-V/def2-TZVPD" orbital_gap_ev=10.4 largest_force_ev_per_a=1.0 e_above_lowest_ev=0.000 smiles="NC(=O)CCC(=O)O.O.O.O.O.O" e_homo_ev=-10.180
N 1.72162 1.73374 1.52173 0.8 -0.7 -0.1
C 0.39335 1.65045 1.34771 -0.4 0.5 0.4
O -0.35178 2.56335 1.70053 0.0 -0.1 -0.2
C -0.13920 0.40141 0.68131 0.4 0.1 -0.1
C -0.42773 0.69537 -0.80148 0.2 0.5 0.3
C -0.73091 -0.57501 -1.52880 -0.2 -0.4 -0.6
O 0.03180 -1.29263 -2.14002 -0.2 0.3 0.4
O -2.03006 -0.91491 -1.41729 -0.2 0.5 0.7
H 2.12734 2.50931 2.02118 -0.3 0.1 -0.1
H 2.32159 0.92873 1.36456 -0.2 0.2 0.0
H 0.60897 -0.38257 0.79721 -0.2 -0.2 -0.1
H -1.06848 0.11506 1.17070 0.1 0.0 0.1
H -1.26857 1.38688 -0.88172 0.0 -0.2 0.1
H 0.42099 1.21100 -1.24698 0.1 -0.3 -0.2
H -2.20322 -1.75494 -1.84607 0.3 -0.4 -0.3
O -1.80628 1.13824 -3.25297 -0.2 0.1 -0.2
H -1.92221 1.31273 -4.18992 0.0 0.0 -0.1
H -2.66227 0.81429 -2.94597 0.1 0.1 0.0
O 3.48219 -1.52538 0.83054 -0.4 -0.1 0.0
H 3.01214 -2.25233 1.26908 0.2 0.3 -0.3
H 3.26910 -1.61466 -0.12875 0.0 -0.1 0.5
O 2.67346 -1.80490 -1.77249 0.1 0.1 -0.3
H 1.71269 -1.62191 -1.88683 0.6 0.1 -0.3
H 3.16190 -1.39506 -2.50461 -0.5 -0.2 0.3
O -0.44874 -2.29425 2.03126 -0.3 0.0 0.8
H -0.96989 -2.01500 2.81005 0.4 -0.2 -0.5
H -1.07687 -2.24326 1.30954 -0.2 0.0 -0.2
O -2.70060 1.36876 2.50539 0.2 0.0 -0.2
H -1.90273 1.85259 2.18482 -0.5 0.1 0.3
H -3.22756 2.00490 2.99826 0.1 0.0 -0.1

***

3.
15
Properties=species:S:1:pos:R:3:forces:R:3 method="wB97M-V/def2-TZVPD" orbital_gap_ev="2.4 / 6.6" largest_force_ev_per_a=1.9 e_above_lowest_ev=0.945 multiplicity=2 s_squared=0.75 total_charge=-2 e_homo_ev="4.719 / 0.447"
C 1.82737 -1.31765 1.25062 0.1 1.8 -0.7
O 1.27307 -0.07426 1.13648 0.4 -0.5 0.2
H 2.43331 -1.41032 2.18531 -0.1 -0.6 0.2
H 1.07240 -2.13552 1.15565 0.3 -0.3 0.3
H 2.59038 -1.46238 0.43419 0.0 -0.6 0.0
C -1.23771 1.03743 0.29747 1.4 -0.2 -0.2
C -1.37088 0.72438 -1.20115 -0.8 0.7 1.2
N -0.19190 0.04516 -1.70016 1.0 -0.6 -0.4
H -0.24793 1.50458 0.39490 -0.3 0.6 0.1
H -1.99236 1.63532 0.81245 -0.2 -0.1 -0.2
H -0.91769 0.13698 0.83032 -0.8 -0.2 0.2
H -2.27706 0.12188 -1.34013 0.2 -0.1 -0.5
H -1.46978 1.69204 -1.71053 -0.1 -0.2 -0.3
H 0.63673 0.40068 -1.21634 -0.3 0.5 0.0
H -0.12796 -0.89833 -1.32908 -0.7 -0.2 0.0

***

4.
16
Properties=species:S:1:pos:R:3:forces:R:3 method="wB97M-V/def2-TZVPD" orbital_gap_ev="2.9 / 12.0" largest_force_ev_per_a=3.1 e_above_lowest_ev=0.967 multiplicity=2 s_squared=0.75 total_charge=-1 e_homo_ev="1.468 / -7.601"
C -2.85013 -0.06372 0.51485 -0.1 -0.4 0.4
C -1.88515 0.22950 -0.68021 0.5 0.5 -0.9
H -3.70355 0.70628 0.47710 1.3 -0.9 0.3
H -3.38802 -1.10959 0.44387 1.3 1.9 0.2
H -2.21646 0.04541 1.50279 -1.5 -0.4 -1.7
H -1.20154 -0.54994 -1.08247 -0.5 -0.1 1.0
H -1.17115 1.08118 -0.46396 -1.0 -0.7 0.0
H -2.42815 0.48731 -1.61526 -0.1 0.2 0.6
C 2.42528 0.67975 -0.07170 0.9 -1.2 0.9
C 2.29086 -0.89184 0.25842 -1.1 2.6 -1.3
H 3.13006 0.97748 -0.84553 -0.2 -0.5 -0.6
H 1.40741 0.98272 -0.31188 0.3 0.7 0.2
H 2.93139 1.17484 0.79472 -1.2 -0.1 -0.2
H 1.28470 -0.88867 0.76963 1.1 -0.9 -0.5
H 3.10087 -1.15126 0.87767 0.8 -0.7 1.0
H 2.36933 -1.47792 -0.67475 -0.6 0.1 0.5